# 1
{"formula": "C29H24BrN7O4S3Sc", "method": "ωB97M-V/def2-TZVPD", "elements": ["Sc", "C", "C", "N", "N", "C", "N", "S", "C", "C", "C", "C", "C", "N", "H", "H", "H", "H", "H", "H", "H", "H", "H", "C", "O", "C", "C", "C", "Br", "C", "C", "C", "O", "C", "N", "C", "C", "C", "C", "C", "C", "N", "H", "H", "H", "H", "H", "H", "H", "H", "H", "H", "H", "O", "S", "O", "N", "C", "S", "C", "C", "C", "C", "C", "C", "H", "H", "H", "H"], "xyz": [[-0.710120, 0.808335, 0.247846], [3.317880, 2.360035, 1.516146], [2.197580, 1.777435, 0.714946], [1.061580, 1.498435, 1.296746], [1.012580, 1.645135, 2.627446], [-0.156420, 1.629935, 3.221646], [-0.159820, 1.551035, 4.559046], [-1.682920, 1.762935, 2.430246], [2.282580, 1.486335, -0.709454], [3.426180, 1.754035, -1.470854], [3.417880, 1.504035, -2.828354], [2.259380, 1.010635, -3.411554], [1.174680, 0.734035, -2.589454], [1.178280, 0.938435, -1.274854], [2.949080, 3.258435, 2.013446], [4.188680, 2.602835, 0.920146], [3.591080, 1.662235, 2.309646], [0.714480, 1.617935, 5.052646], [-1.024220, 1.698035, 5.049646], [4.309480, 2.161535, -1.009954], [4.299080, 1.696035, -3.422054], [2.197580, 0.840635, -4.474754], [0.258180, 0.329435, -3.006654], [-3.927720, -0.590665, 1.445046], [-2.561520, -0.830665, 1.132846], [-2.242720, -2.017365, 0.547646], [-3.106620, -3.045465, 0.256246], [-2.601020, -4.218065, -0.321954], [-3.804320, -5.608565, -0.800854], [-1.259320, -4.393465, -0.528354], [-0.357520, -3.355465, -0.222954], [-0.849020, -2.106065, 0.234146], [-0.091920, -1.062465, 0.418246], [1.054980, -3.550165, -0.269554], [1.945880, -2.561065, -0.107654], [3.211980, -3.088565, -0.030354], [4.449880, -2.506665, 0.194246], [5.534380, -3.359765, 0.264546], [5.396080, -4.738465, 0.099946], [4.167580, -5.326065, -0.132154], [3.070880, -4.481165, -0.185254], [1.720880, -4.719265, -0.344554], [-4.301820, -1.332665, 2.159646], [-4.542820, -0.596065, 0.538946], [-3.954520, 0.401035, 1.903046], [-4.161920, -2.977365, 0.459446], [-0.895720, -5.318765, -0.944154], [1.626680, -1.600765, 0.037646], [4.545680, -1.440865, 0.323346], [6.515980, -2.960965, 0.459446], [6.274080, -5.360665, 0.159046], [4.072980, -6.393065, -0.242954], [1.291380, -5.628665, -0.411654], [-2.329920, 0.626735, -0.997054], [-2.272120, 1.919635, -1.719754], [-2.098320, 1.762835, -3.127854], [-1.050520, 2.674035, -0.952554], [-1.470720, 3.838835, -0.423354], [-0.464820, 4.846035, 0.403146], [-2.912320, 4.091235, -0.586654], [-3.652020, 5.167935, -0.114354], [-5.024720, 5.157435, -0.305654], [-5.656720, 4.088835, -0.927254], [-4.923120, 3.010135, -1.408954], [-3.560820, 3.045635, -1.237454], [-3.163820, 5.975135, 0.409746], [-5.614920, 5.989335, 0.045746], [-6.730120, 4.080935, -1.027354], [-5.398520, 2.165635, -1.883154]], "forces_ev_per_a": [[0.4, 0.4, 0.9], [-0.2, -0.1, -0.1], [-0.6, 0.0, 1.1], [0.6, 0.4, -0.5], [1.0, 0.0, 1.1], [0.0, 0.2, -0.7], [0.0, 0.1, 0.2], [-0.2, 0.0, -0.3], [0.0, -0.1, -0.8], [-0.3, -0.1, 0.4], [-0.3, -0.1, -0.2], [0.1, 0.0, 0.2], [-0.1, -0.1, -0.1], [0.3, 0.2, 0.2], [0.1, 0.0, 0.0], [0.0, 0.0, 0.0], [0.0, 0.0, 0.0], [0.0, 0.0, 0.0], [0.1, 0.0, 0.0], [0.0, 0.1, 0.1], [0.0, 0.1, -0.1], [-0.1, -0.1, 0.0], [0.0, 0.0, 0.0], [-0.3, 0.2, 0.1], [0.2, -0.5, -0.2], [0.4, 0.0, -0.1], [0.1, 0.1, 0.0], [0.1, -0.3, -0.1], [0.1, 0.2, 0.1], [-0.1, 0.1, 0.1], [-0.9, 0.6, 0.2], [-0.6, -1.2, -0.1], [0.4, -0.4, 0.1], [0.3, 0.2, 0.1], [-0.4, -0.1, -0.1], [0.5, -0.8, 0.0], [-0.1, -0.1, 0.0], [0.0, 0.1, 0.0], [-0.1, -0.1, 0.0], [0.0, 0.0, 0.0], [0.7, 0.6, 0.1], [-0.4, 0.2, -0.1], [0.1, 0.1, -0.1], [0.1, 0.0, 0.1], [0.0, -0.3, -0.1], [-0.1, 0.1, 0.0], [0.0, -0.2, -0.1], [-0.1, -0.2, 0.0], [0.1, 0.1, 0.0], [0.1, 0.1, 0.0], [0.1, -0.1, 0.0], [0.0, -0.2, 0.0], [-0.1, 0.1, 0.0], [-0.8, -0.6, -0.4], [0.1, 1.3, -0.6], [-0.3, 0.1, 0.0], [-0.8, -1.0, -0.8], [1.1, 1.7, 1.0], [-0.3, -0.2, -0.2], [-0.5, -0.1, -0.1], [0.1, -0.2, -0.1], [0.1, 0.0, 0.0], [0.1, -0.3, -0.1], [-0.3, -0.1, -0.1], [0.6, 0.0, 0.2], [0.1, 0.0, 0.0], [-0.1, 0.1, 0.1], [-0.1, 0.0, -0.1], [-0.1, 0.0, -0.1]], "nbo_charge": [1.59, -0.68, 0.26, -0.33, -0.44, 0.32, -0.77, -0.30, 0.17, -0.22, -0.13, -0.24, 0.08, -0.48, 0.26, 0.22, 0.25, 0.41, 0.41, 0.23, 0.23, 0.24, 0.22, -0.26, -0.49, 0.25, -0.27, -0.09, 0.09, -0.21, -0.22, 0.43, -0.81, 0.49, -0.50, 0.16, -0.22, -0.19, -0.19, -0.21, 0.10, -0.49, 0.20, 0.19, 0.23, 0.25, 0.22, 0.48, 0.23, 0.23, 0.23, 0.23, 0.44, -0.97, 2.28, -0.88, -0.94, 0.06, -0.04, -0.02, -0.17, -0.17, -0.19, -0.17, -0.34, 0.25, 0.23, 0.23, 0.24], "total_charge": 1, "energy_ha": -6333.0779, "homo_energy_ha": -0.3775, "relative_energy_kcal_mol": 10.2, "orbital_gap_ev": 7.2}

# 2
{"formula": "C29H24ClFPW", "method": "ωB97M-V/def2-TZVPD", "elements": ["C", "C", "C", "H", "C", "C", "H", "H", "H", "H", "W", "Cl", "P", "C", "C", "H", "C", "H", "C", "H", "C", "H", "C", "H", "C", "C", "H", "C", "H", "C", "H", "C", "H", "C", "H", "C", "C", "H", "C", "H", "C", "H", "C", "H", "C", "H", "F", "C", "C", "C", "C", "C", "C", "H", "H", "H", "H"], "xyz": [[1.946973, 3.444373, 0.320032], [0.627070, 3.068613, 0.000080], [-0.065284, 2.708408, 1.251399], [0.171408, 3.062774, -0.990117], [0.907665, 2.831153, 2.316642], [2.129794, 3.289349, 1.734086], [2.985849, 3.672835, 2.299819], [2.694532, 3.877808, -0.335837], [-1.136516, 2.565097, 1.406388], [0.706344, 2.706802, 3.376263], [1.478018, 1.275601, 0.923286], [1.134189, -0.167294, 2.674953], [-0.829921, -0.223033, 0.017608], [-2.513362, 0.021160, 0.780953], [-3.699836, 0.102125, 0.019100], [-3.649257, 0.138714, -1.069718], [-4.949541, 0.101938, 0.642154], [-5.853510, 0.141638, 0.035491], [-5.055779, 0.040843, 2.035389], [-6.029232, 0.035760, 2.524835], [-3.878722, 0.006156, 2.794051], [-3.937271, -0.033182, 3.883446], [-2.624214, 0.008574, 2.180857], [-1.720857, -0.027186, 2.797100], [-1.297734, 0.053398, -1.755775], [-1.431384, 1.380183, -2.178697], [-1.301126, 2.193724, -1.466954], [-1.767653, 1.672194, -3.493011], [-1.805676, 2.714810, -3.815510], [-2.071583, 0.636839, -4.391621], [-2.352816, 0.874009, -5.417761], [-1.994532, -0.689295, -3.952658], [-2.260181, -1.498121, -4.631395], [-1.581229, -0.988439, -2.652084], [-1.507611, -2.027711, -2.329662], [-0.776733, -2.073464, 0.059875], [-1.895620, -2.880372, 0.353213], [-2.838355, -2.426710, 0.658959], [-1.817662, -4.268939, 0.222278], [-2.700265, -4.878608, 0.414131], [-0.622588, -4.885843, -0.161117], [-0.556612, -5.968569, -0.262846], [0.502809, -4.083193, -0.396231], [1.447757, -4.547692, -0.685059], [0.431381, -2.695813, -0.282269], [1.314923, -2.084464, -0.489969], [7.665114, -0.311504, 0.241484], [6.341812, 0.062528, 0.362517], [5.384539, -0.948086, 0.477630], [4.038728, -0.568757, 0.634603], [3.661654, 0.791154, 0.584825], [4.681308, 1.757031, 0.426918], [6.026518, 1.386550, 0.347161], [5.674624, -1.998593, 0.465024], [3.279993, -1.331564, 0.827421], [4.506096, 2.834914, 0.394705], [6.783566, 2.149381, 0.273615]], "forces_ev_per_a": [[0.0, 0.4, 0.4], [-1.5, 0.9, 0.4], [0.5, 2.7, 0.0], [0.4, 0.2, 0.5], [-0.9, 1.7, -0.5], [-0.3, 0.8, 0.3], [-0.2, -0.8, -0.3], [-0.2, -0.5, -0.1], [0.5, -0.5, -0.2], [0.1, -0.2, -0.3], [2.0, -5.4, -0.7], [0.3, -0.8, 0.2], [-1.3, -0.6, -0.9], [-0.1, 0.6, 0.4], [0.4, -0.1, 0.1], [0.0, 0.0, 0.3], [0.0, 0.0, 0.2], [0.3, 0.0, 0.1], [0.7, 0.1, -0.2], [0.3, 0.0, -0.2], [-0.1, 0.0, 0.1], [0.0, 0.0, -0.3], [0.0, 0.0, -0.1], [-0.3, -0.1, -0.2], [0.3, 0.0, 0.1], [0.1, -0.2, -0.1], [-0.1, -0.3, -0.3], [-0.2, -0.1, -0.3], [-0.1, -0.3, 0.1], [0.3, 0.0, 0.5], [0.1, -0.1, 0.3], [0.0, 0.3, -0.1], [0.1, 0.2, 0.1], [0.0, 0.3, 0.1], [0.0, 0.3, -0.1], [0.4, -0.2, 0.4], [0.2, 0.3, -0.2], [0.3, -0.1, -0.1], [0.2, 0.0, -0.1], [0.2, 0.2, 0.0], [0.1, 0.7, 0.1], [0.0, 0.3, 0.0], [0.0, -0.2, -0.1], [-0.3, 0.1, 0.1], [-0.2, 0.0, 0.0], [-0.2, -0.2, 0.0], [-1.4, 0.4, 0.2], [1.0, -1.8, -0.2], [-0.5, 0.4, 0.0], [0.3, 0.2, 0.0], [-0.8, 1.5, 0.5], [0.4, -0.4, 0.1], [-0.8, 0.8, -0.1], [0.0, 0.3, 0.1], [0.3, 0.1, -0.1], [-0.2, -0.4, 0.1], [0.2, 0.0, -0.1]], "lowdin_spin": [0.06, 0.07, 0.04, 0.01, 0.02, 0.04, 0.00, 0.00, 0.00, 0.00, 1.50, 0.17, 0.01, 0.00, 0.00, 0.00, 0.00, 0.00, 0.00, 0.00, 0.00, 0.00, 0.00, 0.00, 0.00, 0.00, 0.00, 0.00, 0.00, 0.00, 0.00, 0.00, 0.00, 0.00, 0.00, 0.00, 0.00, 0.00, 0.00, 0.00, 0.00, 0.00, 0.00, 0.00, 0.00, 0.00, 0.01, 0.03, -0.01, 0.02, -0.01, 0.03, -0.01, 0.00, 0.00, 0.00, 0.00], "total_charge": 1, "energy_ha": -2087.6951, "spin_multiplicity": 3, "homo_energy_ha": [-0.3991, -0.4365], "orbital_gap_ev": [6.0, 7.2]}

> Number 2 is which compound?

C29H24ClFPW

> Number 2 is which compound?

C29H24ClFPW